# 1
{
  "formula": "C5H16NS",
  "method": "ωB97M-V/def2-TZVPD",
  "symbols": ["C", "C", "S", "C", "H", "H", "H", "H", "H", "H", "H", "H", "C", "C", "N", "H", "H", "H", "H", "H", "H", "H", "H"],
  "positions_angstrom": [[2.11465, 1.86024, 1.07525], [1.08301, 0.83038, 1.52993], [1.50121, -0.81505, 0.87696], [0.30883, -1.85477, 1.77525], [1.82046, 2.82279, 1.49063], [2.08201, 1.97179, -0.01086], [3.12316, 1.59362, 1.37298], [0.07459, 1.14228, 1.24305], [1.03762, 0.74006, 2.61606], [0.67944, -2.10746, 2.76674], [-0.64368, -1.34255, 1.90039], [0.17214, -2.78077, 1.22259], [-2.31346, -0.63848, -1.24377], [-1.36632, 0.41491, -1.77704], [0.01004, -0.17126, -1.91511], [-3.35021, -0.31379, -1.30543], [-2.23837, -1.59126, -1.76592], [-2.14130, -0.76693, -0.17545], [-1.64585, 0.83104, -2.74360], [-1.30647, 1.25122, -1.08283], [0.40248, -0.48380, -0.96774], [0.65793, 0.44462, -2.41797], [-0.06191, -1.03682, -2.46408]],
  "forces_ev_per_a": [[-0.65, -0.09, -0.09], [0.04, 0.01, 0.33], [-0.47, -0.03, -0.07], [0.11, 0.06, 0.18], [0.26, 0.07, 0.08], [0.14, -0.04, -0.03], [0.06, 0.05, 0.09], [0.03, -0.17, -0.24], [0.27, 0.04, 0.02], [0.14, 0.08, -0.03], [-0.03, 0.00, -0.18], [-0.03, 0.02, -0.07], [-0.22, 0.20, 0.33], [-0.15, 0.28, -0.01], [-0.18, -0.64, -0.10], [0.03, 0.15, -0.25], [0.06, -0.03, -0.01], [0.18, -0.33, -0.01], [-0.05, -0.23, -0.06], [0.16, 0.01, -0.01], [0.28, 0.45, -0.29], [-0.04, -0.09, 0.41], [0.08, 0.23, 0.01]],
  "mulliken_charge": [-1.1728, -0.3288, -0.1435, -0.7854, 0.3631, 0.2886, 0.3448, 0.3029, 0.4089, 0.3494, 0.2542, 0.3371, -0.9684, -0.3081, -0.1308, 0.3395, 0.3608, 0.2043, 0.3805, 0.2790, -0.1233, 0.3761, 0.3720],
  "charge": 1,
  "spin_multiplicity": 1,
  "fmax_ev_per_a": 0.67,
  "orbital_gap_ev": 9.60,
  "total_energy_ev": -17763.7318,
  "relative_energy_ev": 0.234
}

---

# 2
{
  "formula": "C6H8O2",
  "method": "ωB97M-V/def2-TZVPD",
  "symbols": ["C", "C", "C", "C", "O", "C", "C", "H", "H", "H", "H", "H", "H", "H", "H", "O"],
  "positions_angstrom": [[1.73912, -0.90705, -1.42637], [1.43538, 0.32935, -2.04184], [0.30707, 1.05742, -1.54855], [-0.26808, 0.62295, -0.32274], [-1.34498, 1.27656, 0.26657], [0.04102, -0.57791, 0.29175], [1.12677, -1.32198, -0.22405], [2.63757, -1.48155, -1.83810], [1.92112, 0.69171, -2.93713], [-0.13088, 1.94001, -2.08224], [-1.56475, 0.75104, 1.08024], [-0.52139, -0.89222, 1.26864], [1.27055, -2.33164, 0.28576], [-1.69184, -0.02410, 3.58987], [-2.74853, 0.83107, 2.86848], [-2.20813, 0.03634, 2.76970]],
  "forces_ev_per_a": [[2.40, -0.10, -0.27], [-2.91, 0.98, 0.94], [1.57, 0.14, -1.22], [-3.86, 1.64, 1.07], [2.70, -1.09, -1.62], [2.11, -2.77, 1.68], [-2.63, -0.96, 1.48], [-1.59, 0.64, 0.59], [0.11, -0.24, 0.04], [0.66, -0.86, 0.70], [-0.18, 0.31, -0.03], [1.18, 0.54, -2.12], [0.42, 1.56, -1.04], [-0.22, 0.03, -0.24], [-0.15, -0.14, 0.25], [0.38, 0.33, -0.21]],
  "mulliken_spin": [0.2982, -0.0355, 0.1584, 0.2493, 0.2272, 0.1083, -0.0042, 0.0040, 0.0021, -0.0008, -0.0066, -0.0016, 0.0010, 0.0000, 0.0003, -0.0001],
  "charge": 1,
  "spin_multiplicity": 2,
  "fmax_ev_per_a": 4.33,
  "s_squared": 0.776,
  "orbital_gap_ev": [10.85, 6.75],
  "total_energy_ev": -10437.9058,
  "relative_energy_ev": 0.851
}

---

Question: Which formula does entry 1 have?
Answer: C5H16NS